Entry 1:
{
  "formula": "C2HF3O2",
  "method": "ωB97M-V with the def2-TZVPD basis set",
  "e_tot_ha": -526.82307,
  "e_homo_ha": -0.416,
  "spin_multiplicity": 1,
  "gap_ev": 11.27,
  "relative_energy_kj_mol": 262.3,
  "elements": ["C", "C", "O", "O", "F", "F", "F", "H"],
  "positions_angstrom": [[1.68831, -0.74616, -0.20263], [-1.89866, 1.05089, 0.22606], [2.74260, -0.39789, 0.19456], [0.48622, -0.13205, -0.19986], [1.52762, -1.80523, -0.99214], [-2.39455, 0.97158, 1.38164], [-2.56681, 0.32716, -0.61744], [0.41528, 0.73170, 0.20982]],
  "forces_ev_per_angstrom": [[-0.7, 1.2, -1.4], [1.7, 1.0, -1.7], [-0.2, -0.1, 0.6], [0.5, -1.3, -0.1], [0.1, -0.4, 0.4], [-1.4, -0.7, 1.0], [-0.5, -0.1, 0.8], [0.6, 0.4, 0.3]],
  "lowdin_charge": [-0.588, -0.146, 0.179, 0.093, 0.140, 0.138, 0.102, 0.081]
}

=====

Entry 2:
{
  "formula": "C5H4LiO6Tl",
  "method": "ωB97M-V with the def2-TZVPD basis set",
  "e_tot_ha": -824.14410,
  "charge": 1,
  "e_homo_ha": [-0.443, -0.444],
  "spin_multiplicity": 2,
  "s_squared": 0.753,
  "gap_ev": [8.54, 8.08],
  "elements": ["O", "C", "O", "O", "Li", "O", "C", "O", "O", "C", "C", "C", "Tl", "H", "H", "H", "H"],
  "positions_angstrom": [[-1.66283, -5.84196, 3.24602], [-1.00341, -4.93714, 2.98115], [-0.24279, -4.10607, 2.68465], [1.30228, -1.34785, 0.71332], [0.99167, -2.92984, 1.68868], [-1.57758, 2.21665, -2.91885], [-0.66484, 2.27736, -2.06604], [-0.49350, 3.19385, -1.22966], [0.15542, 1.18614, -2.02514], [1.12651, 1.12594, -0.99927], [0.20580, 0.76179, 0.50301], [0.71056, -0.52968, 0.04592], [-2.26386, 4.22653, -2.16618], [1.60141, 2.09377, -0.79321], [2.00278, 0.66065, -1.47135], [-0.87146, 0.89401, 0.36018], [0.68384, 1.05583, 1.44676]],
  "forces_ev_per_angstrom": [[0.1, 0.9, -0.1], [-0.3, -1.8, 0.2], [0.3, 0.9, -0.2], [0.8, -0.6, -0.2], [0.0, 0.2, -0.1], [0.8, -0.8, -0.1], [0.2, -1.2, 0.1], [1.1, -0.5, 0.5], [0.6, -0.3, 0.2], [-0.9, 3.1, -0.1], [2.3, -1.4, -2.3], [-2.1, -0.9, 2.1], [-2.2, 2.6, -0.3], [-0.7, 0.3, 0.2], [-0.4, -1.3, 0.9], [0.7, 0.6, -0.4], [-0.3, 0.2, -0.4]],
  "lowdin_charge": [0.297, -0.352, 0.117, -0.063, 0.825, -0.139, -0.827, -0.182, 0.012, -0.105, 0.040, -0.224, 1.054, 0.134, 0.156, 0.131, 0.128]
}